Molecular formula: C4H5ClS
Method: DFT, ωB97M-V/def2-TZVPD

## Properties
gap between HOMO and LUMO = 8.3 eV
HOMO level = -0.3288 Eh
SMILES = S=C1CC[C@@H]1Cl

Positions of all 11 atoms, in Å:
Cl: -1.658 -1.125 -0.389
S: 0.673 1.304 -1.391
C: 0.498 -0.775 1.666
C: 0.647 0.511 -0.012
C: -0.474 -0.168 0.643
C: 1.572 0.294 1.169
H: 0.163 -0.817 2.751
H: -1.197 0.533 1.087
H: 2.565 0.004 0.965
H: 1.530 1.088 1.972
H: 0.901 -1.723 1.308



Molecular formula: C3H9N2S
Method: DFT, ωB97M-V/def2-TZVPD

## Properties
total charge = +1
gap between HOMO and LUMO (alpha / beta) = 7.1 / 7.1 eV
HOMO level (alpha / beta) = -0.4200 / -0.4200 Eh

Positions of all 15 atoms, in Å:
S: 0.027 0.736 1.027
N: 0.107 -1.729 -0.281
N: 0.376 3.351 1.370
C: 0.586 2.256 0.510
C: -1.016 -1.454 -1.327
C: 0.906 -0.522 0.091
H: 1.390 -0.043 -0.706
H: -1.514 -0.554 -1.239
H: 1.148 2.243 -0.438
H: -0.324 -2.202 0.576
H: -0.623 -1.733 -2.260
H: 1.062 4.050 1.234
H: -1.773 -2.342 -1.118
H: 0.929 -2.287 -0.591
H: 0.290 3.281 2.356



Molecular formula: C6H42NO14
Method: DFT, ωB97M-V/def2-TZVPD

## Properties
total charge = +1
gap between HOMO and LUMO = 9.3 eV
HOMO level = -0.4252 Eh

Positions of all 63 atoms, in Å:
O: 2.849 2.462 -2.801
O: 4.017 -0.473 1.774
O: -0.648 2.248 1.402
O: -3.152 1.936 -0.243
O: -2.979 -1.794 2.718
O: 2.276 -3.710 -1.939
O: -2.293 3.132 -2.666
O: -1.973 4.362 0.522
O: -0.647 -0.755 3.326
O: -0.952 -3.332 2.772
O: -0.174 -4.677 -1.755
O: 0.516 3.822 -2.130
O: 1.269 -2.216 1.649
O: -2.492 0.481 1.776
N: -1.228 -2.488 0.428
C: 2.098 0.640 -1.035
C: 2.978 1.502 -0.130
C: -0.584 -2.003 -0.804
C: -0.172 0.177 -1.867
C: 0.818 0.889 -1.067
C: -1.087 -0.586 -0.955
H: 2.445 1.521 0.883
H: 2.171 -2.288 1.384
H: -0.740 -2.560 -1.875
H: -0.986 -2.386 3.206
H: 0.581 -4.694 -1.200
H: 3.147 2.675 -3.630
H: 4.079 -1.239 2.388
H: -0.360 -0.233 2.603
H: -0.250 -0.474 4.191
H: -2.554 -0.938 2.569
H: 0.285 -4.787 -2.560
H: -1.871 -3.606 3.033
H: -3.099 0.509 0.951
H: -0.577 0.928 -2.551
H: -1.221 0.111 -0.011
H: 0.279 1.723 -0.665
H: 2.158 -3.557 -2.817
H: 1.248 3.339 -2.445
H: 3.320 -3.734 -1.711
H: -1.481 -1.723 1.111
H: 2.697 -0.187 -1.495
H: -2.664 4.702 1.091
H: -2.483 1.286 2.164
H: -2.420 4.164 -0.285
H: -2.191 1.892 -0.094
H: 0.401 -0.531 -2.471
H: -2.138 -0.722 -1.494
H: 0.633 3.531 -1.231
H: -0.603 -3.171 0.967
H: -1.491 2.840 -2.287
H: 3.690 2.373 -2.329
H: 3.954 1.093 0.192
H: 0.676 -2.098 -0.620
H: 4.761 0.064 1.900
H: -1.038 3.024 0.997
H: 1.016 -2.790 2.413
H: -0.159 2.572 2.096
H: -2.087 -2.944 0.233
H: 3.073 2.499 -0.668
H: -3.220 2.187 -1.142
H: -3.598 -1.780 3.464
H: -1.821 3.793 -3.226



Molecular formula: C24H36Cl6O18
Method: DFT, ωB97M-V/def2-TZVPD

## Properties
gap between HOMO and LUMO = 9.1 eV
HOMO level = -0.3408 Eh

Positions of all 84 atoms, in Å:
Cl: -5.784 -2.633 -2.264
Cl: 2.907 -0.906 -2.700
Cl: -2.033 3.250 -0.403
Cl: -5.688 -4.970 0.283
Cl: -3.500 0.729 -1.615
Cl: 3.098 -1.769 -5.789
O: -3.632 -1.586 4.895
O: -2.916 -1.866 -0.450
O: -2.321 -2.307 -5.709
O: 2.296 -2.941 2.650
O: -1.665 -0.424 0.708
O: 3.518 -1.428 1.595
O: -1.485 -3.130 -7.616
O: -1.777 -0.412 5.217
O: 2.103 3.181 2.178
O: 2.003 1.830 -0.845
O: 2.520 -3.119 0.436
O: -0.255 -1.749 -6.326
O: 0.788 1.628 3.165
O: 2.777 2.213 4.045
O: 3.906 1.206 0.107
O: -3.211 -0.684 6.909
O: -0.811 -1.378 -1.095
O: 3.382 3.399 -0.184
C: -4.401 -3.752 -0.063
C: -1.373 -2.448 -6.654
C: 3.188 2.072 -0.273
C: -0.329 0.094 0.658
C: -1.845 -1.544 -4.616
C: 3.431 -0.949 2.923
C: 3.889 2.994 3.607
C: -4.209 1.615 -0.267
C: -1.892 -1.277 -0.310
C: -3.057 -1.523 3.596
C: -1.693 -0.851 3.853
C: 3.174 0.249 -3.990
C: -0.465 -1.058 -5.104
C: 2.229 4.048 -0.683
C: -4.995 -2.521 -0.693
C: 0.282 -0.647 -0.538
C: 3.930 -0.332 -5.165
C: 1.563 2.998 -1.555
C: 2.757 -2.094 3.676
C: 3.203 3.962 2.675
C: 2.767 -2.566 1.454
C: 1.788 2.257 3.161
C: -2.904 -0.888 5.771
C: -3.115 2.233 0.601
H: 1.140 -1.282 -0.334
H: -4.188 -1.785 -0.715
H: 2.447 4.933 -1.285
H: 1.872 3.013 -2.600
H: 0.577 0.080 -1.291
H: -3.669 -4.204 -0.735
H: -5.716 -2.134 0.031
H: -0.580 -0.011 -5.405
H: 3.423 -2.600 4.376
H: -3.723 -0.914 2.988
H: 3.776 4.284 1.808
H: 0.315 -1.155 -4.350
H: -4.801 2.455 -0.622
H: -1.897 -2.068 -3.664
H: -3.832 -3.540 0.838
H: 4.360 -0.661 3.408
H: -0.403 1.150 0.404
H: -2.549 1.516 1.191
H: -2.458 -0.640 -4.553
H: -3.526 2.962 1.299
H: 2.177 0.566 -4.297
H: 3.726 1.065 -3.523
H: 4.905 -0.687 -4.837
H: -1.643 0.015 3.199
H: -0.866 -1.544 3.723
H: 1.613 4.364 0.161
H: 2.740 4.806 3.195
H: 3.988 0.369 -5.993
H: -2.852 -2.500 3.162
H: 0.484 3.048 -1.502
H: 0.227 -0.066 1.574
H: 2.736 -0.112 3.012
H: 4.634 2.399 3.080
H: 1.895 -1.724 4.231
H: -4.768 0.876 0.301
H: 4.294 3.519 4.468



Molecular formula: C2H5NO
Method: DFT, ωB97M-V/def2-TZVPD

## Properties
gap between HOMO and LUMO (alpha / beta) = 9.8 / 9.0 eV
HOMO level (alpha / beta) = -0.3511 / -0.3271 Eh

Positions of all 9 atoms, in Å:
O: 1.025 0.752 -1.217
N: 0.112 1.104 -0.317
C: -1.726 -0.950 0.216
C: 1.388 0.698 0.075
H: -1.432 -0.976 1.295
H: 1.608 -0.279 0.367
H: -1.775 -0.134 -0.387
H: -1.381 -1.754 -0.391
H: 2.181 1.539 0.359



Molecular formula: CH5S3
Method: DFT, ωB97M-V/def2-TZVPD

## Properties
total charge = -1
gap between HOMO and LUMO = 6.4 eV
HOMO level = -0.1034 Eh

Positions of all 9 atoms, in Å:
S: -0.571 -0.831 2.270
S: -2.303 0.119 -0.517
S: 1.254 -0.222 1.291
C: 1.236 -0.090 -0.541
H: -1.795 1.346 -0.543
H: 1.174 0.983 -0.726
H: 0.366 -0.569 -0.991
H: -1.511 -0.208 0.694
H: 2.150 -0.530 -0.939



So what do the calculations give for energy relative to the best compared isomer or geometry (same formula, charge and spin)? Going down the list: 28.6; 90.8; 169.0; 49.6; 166.6; 10.2 kcal/mol.